Entry 1:
The following is a DFT calculation (wB97M-V/def2-TZVPD) of a cluster of 2 separate species, C19H21F3N in total in a non-equilibrium geometry.

XYZ file:
```
44
Properties=species:S:1:pos:R:3:forces:R:3
C -0.097 -1.188 -1.862 -0.0442 -0.0861 -0.1429
N 0.560 -0.061 -2.467 0.2835 -0.3757 -0.5140
C -0.340 0.988 -2.903 -0.1380 0.1010 0.2515
C 0.385 2.079 -3.687 0.0501 -0.1909 -0.0421
C 1.571 2.624 -2.895 -0.0312 -0.1031 -0.0101
C 2.488 1.480 -2.473 -0.0671 -0.1770 -0.0563
C 1.707 0.406 -1.720 -0.0795 0.1009 0.2406
H 0.633 -1.984 -1.652 -0.1616 0.1835 -0.0838
H -0.594 -0.940 -0.902 -0.0379 0.1259 -0.0027
H -0.864 -1.591 -2.539 0.2069 0.1013 0.1795
H -1.136 0.534 -3.512 0.1834 0.1185 0.1518
H -0.822 1.461 -2.019 -0.0736 -0.0373 -0.0681
H 0.747 1.652 -4.630 -0.0742 0.0638 0.0717
H -0.324 2.876 -3.927 0.0616 -0.0683 -0.0211
H 2.127 3.346 -3.499 -0.0668 0.0154 0.1133
H 1.203 3.142 -2.002 0.0397 0.0511 -0.0439
H 2.933 1.026 -3.367 0.0004 0.0436 0.1249
H 3.299 1.840 -1.834 -0.0210 -0.0162 -0.0913
H 1.375 0.834 -0.745 0.0726 -0.0473 0.0057
H 2.352 -0.458 -1.498 -0.1401 0.2183 -0.0441
F 3.124 -2.393 2.380 -1.7106 -0.3812 -0.5477
C 1.846 -2.697 1.962 1.0801 0.7501 0.5076
C 1.616 -3.970 1.450 -0.6966 0.2420 -0.0892
C 0.309 -4.235 1.036 -0.1379 -1.2507 -0.5176
F 0.027 -5.481 0.525 0.3763 1.6208 0.6552
C -0.708 -3.307 1.114 -0.2993 0.5742 0.2399
C -0.464 -2.002 1.651 0.9260 -1.0630 -0.1617
C -1.578 -1.127 1.712 0.1624 0.3017 0.4461
C -1.688 0.208 2.187 -0.1953 0.5864 0.0977
C -2.984 0.806 2.126 0.1822 -0.5536 -0.1172
C -3.229 2.086 2.585 0.0710 0.2898 0.1126
C -2.189 2.857 3.133 -0.3728 -0.7466 -0.4055
C -0.924 2.281 3.182 1.4389 0.2399 0.4101
F 0.104 3.027 3.715 -1.2276 -0.9355 -0.6628
C -0.633 1.002 2.730 -0.3618 0.3246 0.0569
C 0.869 -1.718 2.076 -0.1224 -0.2141 -0.1163
H 2.402 -4.714 1.376 -0.0791 0.0926 0.0190
H -1.718 -3.542 0.780 0.3214 -0.1978 0.0002
H -2.521 -1.586 1.394 0.2871 0.2681 -0.0530
H -3.784 0.200 1.700 0.0513 0.2866 0.1340
H -4.235 2.500 2.523 0.2942 -0.0963 0.0239
H -2.360 3.864 3.499 0.0997 -0.1212 -0.0171
H 0.380 0.632 2.804 -0.3185 0.4937 0.1058
H 1.133 -0.756 2.491 0.2681 -0.5321 -0.1394
```
Positions in Å, forces in eV/Å.

Calculated values
F_max, Eh/bohr: 0.03571
Total charge: +1
Molecular weight, g/mol: 320.378
E_LUMO, eV: -6.68
Energy above the lowest of the compared OMol25 structures with the same formula, charge and spin, kJ/mol: 103.20
Electronic energy, eV: -29678.0510
Orbital gap, Ha: 0.15130

Entry 2:
The following is a DFT calculation (wB97M-V/def2-TZVPD) of the molecule C4H9N3S in a non-equilibrium geometry.

XYZ file:
```
17
Properties=species:S:1:pos:R:3:forces:R:3
H 0.221 -1.893 -0.375 -0.0251 0.4611 0.3396
N -0.750 -1.766 -0.093 -0.4559 -0.8642 -0.6863
C -1.232 -0.604 -0.196 0.1191 0.1260 1.3080
C -2.744 -0.351 -0.041 1.3205 1.0771 -1.4711
N -0.516 0.598 -0.240 1.0290 -0.7613 -0.1034
C 0.871 0.909 0.038 -2.4589 0.1854 -1.4303
C 1.702 -0.105 0.743 0.9340 0.5004 1.8797
S 2.772 -1.142 -0.311 -0.3122 0.1585 -0.2515
N 1.219 2.073 -0.334 0.6189 -0.1165 0.5427
H 2.162 2.277 0.010 -0.1830 -0.0383 -0.2782
H -3.097 0.244 -0.936 0.2123 -0.5793 0.9654
H -2.924 0.218 0.857 -0.1159 0.2512 0.2546
H -3.245 -1.279 -0.007 -0.5711 -0.9841 -0.0160
H -1.064 1.254 -0.754 0.4377 1.2025 -0.0110
H 1.045 -0.780 1.352 0.8220 0.5461 -0.4527
H 2.422 0.489 1.418 -1.3085 -0.9883 -0.7381
H 3.158 -0.142 -1.130 -0.0630 -0.1763 0.1487
```
Positions in Å, forces in eV/Å.

Calculated values
F_max, Eh/bohr: 0.05544
Molecular weight, g/mol: 131.204
E_LUMO, eV: 0.72
Energy above the lowest of the compared OMol25 structures with the same formula, charge and spin, kJ/mol: 67.07
Electronic energy, eV: -19598.9411
Orbital gap, Ha: 0.37049

Entry 3:
The following is a DFT calculation (wB97M-V/def2-TZVPD) of a cluster of 2 separate species, C7H9NO3 in total in a non-equilibrium geometry.

XYZ file:
```
20
Properties=species:S:1:pos:R:3:forces:R:3
O 3.627 0.081 -1.074 -2.8387 1.3437 -1.2658
C 2.236 0.393 -1.143 -2.4241 -1.2915 -0.0256
C 1.154 -0.718 -1.141 -1.2180 3.9905 -0.3859
C -0.330 -0.244 -1.265 3.1516 2.2919 0.2377
C -0.632 1.279 -1.385 3.3746 -0.7247 0.4042
C 0.525 2.298 -1.334 -1.8004 -4.1651 -0.1733
N 1.872 1.785 -1.218 -1.6596 -1.5173 -0.0543
H 3.975 0.362 -1.959 -0.0083 -0.4139 0.9865
H 1.400 -1.838 -1.084 -0.1702 2.1526 -0.0347
H -1.173 -1.011 -1.272 1.1738 1.2659 0.1538
H -1.720 1.607 -1.506 1.9023 -0.4222 0.3722
H 0.329 3.421 -1.420 0.7030 -1.9061 0.2299
H 2.640 2.479 -1.186 -0.6206 -0.7553 0.0531
C -1.573 -1.430 2.921 0.3735 0.2728 0.4192
C -2.552 -1.386 1.751 -0.1571 -0.4647 0.0064
O -2.726 -0.250 1.231 0.1125 -0.0039 -0.6493
O -3.065 -2.489 1.448 0.1579 0.6154 -0.2647
H -1.162 -0.440 3.134 -0.0462 -0.0412 -0.0143
H -2.082 -1.794 3.817 0.0920 -0.1172 -0.0838
H -0.745 -2.106 2.686 -0.0981 -0.1097 0.0883
```
Positions in Å, forces in eV/Å.

Calculated values
F_max, Eh/bohr: 0.08831
Molecular weight, g/mol: 155.153
E_LUMO, eV: -2.37
Energy above the lowest of the compared OMol25 structures with the same formula, charge and spin, kJ/mol: 509.00
Electronic energy, eV: -15031.8758
Orbital gap, Ha: 0.15382

Entry 4:
The following is a DFT calculation (wB97M-V/def2-TZVPD) of the molecule C4H7NO2 in a non-equilibrium geometry.

XYZ file:
```
14
Properties=species:S:1:pos:R:3:forces:R:3
C 1.662 0.052 -0.514 0.0753 0.8174 0.5243
C 0.322 -0.086 0.070 -0.7480 -0.7596 0.5093
N 0.137 -0.323 1.315 -0.4898 -0.5141 -0.7394
O 1.335 -0.774 1.881 0.1540 0.1649 0.4138
C -0.799 0.424 -0.761 -0.0114 -0.2482 -0.0649
C -2.130 -0.069 -0.436 -0.4626 -0.2197 -0.0309
O -1.752 1.265 -0.139 -0.1673 0.1563 0.0964
H 2.433 -0.630 -0.149 -0.2744 0.4327 0.1172
H 1.700 0.136 -1.611 -0.1649 0.3726 0.6310
H 1.559 1.024 0.098 2.3618 -0.2098 -1.5875
H 1.141 -0.803 2.825 -0.0825 -0.0261 -0.1139
H -0.548 0.703 -1.790 -0.0471 -0.1451 0.3535
H -2.864 -0.200 -1.225 -0.0388 0.0951 0.0812
H -2.197 -0.719 0.435 -0.1043 0.0835 -0.1902
```
Positions in Å, forces in eV/Å.

Calculated values
F_max, Eh/bohr: 0.05549
Molecular weight, g/mol: 101.105
E_LUMO, eV: 0.93
Energy above the lowest of the compared OMol25 structures with the same formula, charge and spin, kJ/mol: 443.08
Electronic energy, eV: -9842.6875
Orbital gap, Ha: 0.37180

Entry 5:
The following is a DFT calculation (wB97M-V/def2-TZVPD) of a structure of composition C27H36N6O4STi2 in a non-equilibrium geometry.

XYZ file:
```
76
Properties=species:S:1:pos:R:3:forces:R:3
Ti 1.043 1.100 1.933 1.0797 -0.9064 1.0916
Ti 0.300 -1.520 -1.378 -0.3951 0.9330 0.6756
C -0.294 0.660 0.089 0.1932 -0.8128 -0.3535
O 0.631 -0.296 0.332 0.3146 0.9764 1.7929
O -0.781 0.471 -1.043 -1.7609 0.5333 -1.6671
O -0.557 1.585 0.957 -0.9528 -1.4124 -2.8620
N 1.638 3.125 2.343 -0.1113 3.5951 2.5825
C 1.759 4.067 1.215 -0.4965 -0.6246 1.1126
C 2.734 3.569 0.436 -0.1899 -0.6111 -0.1697
C 3.303 2.426 1.061 1.7270 0.7219 -2.5049
C 2.750 2.223 2.342 2.2784 -0.4986 -0.5528
H 1.725 3.702 3.211 -0.8834 -0.8369 -0.6429
H 1.160 4.965 1.109 -0.1542 -0.4736 0.1728
H 2.863 3.988 -0.537 0.7308 -0.0729 -0.5560
H 4.176 1.979 0.573 -0.3599 -0.2393 0.6804
H 3.462 2.122 3.185 -0.6881 0.2729 -0.0624
N -3.791 0.668 -0.110 0.7263 -0.8724 1.0197
C -3.346 -0.076 0.974 -2.1969 0.8127 -0.9326
C -4.450 -0.365 1.701 -0.5083 -0.4556 0.9119
C -5.577 0.211 1.058 0.1765 -0.1283 0.5372
C -5.135 0.865 -0.039 0.7925 -0.4460 0.1047
H -3.143 1.134 -0.678 0.7296 0.7535 -0.9873
H -2.361 -0.300 1.194 1.6947 -0.1863 0.0226
H -4.445 -0.900 2.643 -0.0839 -0.0024 -0.1900
H -6.573 0.210 1.403 -0.8923 -0.1574 0.2696
H -5.652 1.386 -0.792 -0.4556 0.6246 -0.6606
N -0.511 -3.867 -1.320 1.1856 0.4048 0.3988
C 0.506 -3.422 -2.303 -0.9919 -0.7642 1.3340
C 1.710 -3.584 -1.576 1.1418 0.4823 -1.1680
C 1.471 -4.320 -0.383 0.6294 -0.2771 1.5638
C 0.123 -4.417 -0.152 -0.3042 0.1693 -1.6038
H -1.509 -3.780 -1.409 -0.0300 -0.2067 -0.2526
H 0.467 -3.634 -3.349 -0.6047 -0.1194 -0.6280
H 2.662 -3.330 -2.113 -0.8198 -0.7451 1.0069
H 2.262 -4.720 0.293 -0.8525 0.5368 -0.6175
H -0.462 -4.812 0.691 0.4285 0.2905 -0.6584
N -1.467 -0.186 -4.630 1.1532 1.7519 1.1779
C -1.072 -0.458 -5.900 1.3462 2.3614 0.5611
C -1.771 -1.454 -6.396 -1.6068 -2.7301 0.2506
C -2.575 -1.954 -5.327 -0.3062 2.1764 1.1776
C -2.427 -1.051 -4.237 -0.1364 -2.1336 -1.7894
H -1.067 0.614 -4.100 -0.7075 -1.0791 -0.5080
H -0.326 0.157 -6.329 0.5056 0.4334 -0.4513
H -1.766 -1.857 -7.380 0.2745 -0.1633 -0.4746
H -3.330 -2.690 -5.386 -0.4774 -0.7318 -0.0274
H -2.943 -1.028 -3.296 0.0838 0.0893 0.2505
N 3.448 -2.312 0.958 0.3077 0.1626 1.8201
C 4.284 -1.218 0.856 -0.3941 -0.4978 -1.0319
C 5.219 -1.247 1.833 -0.2300 -0.4850 0.9979
C 4.884 -2.353 2.705 -1.3533 0.9939 -2.2511
C 3.765 -2.957 2.187 -0.1541 -0.2641 -1.0623
H 2.639 -2.464 0.356 0.4270 0.0363 0.5541
H 4.165 -0.497 0.058 -0.0272 -0.2180 0.0262
H 6.007 -0.526 1.929 0.1692 0.0741 0.1819
H 5.287 -2.608 3.618 1.1032 -0.5191 1.6558
H 3.246 -3.851 2.591 0.2683 0.8989 -0.6973
N -2.911 2.212 -2.997 0.3919 -0.2833 -0.3306
C -1.987 3.145 -2.503 0.6091 -1.6458 0.3082
C -2.323 4.378 -2.993 -1.5920 -0.9807 0.0162
C -3.549 4.223 -3.706 -0.1786 -2.5651 -1.2737
C -3.812 2.827 -3.824 0.4156 2.4889 1.3715
H -2.909 1.191 -2.895 0.3655 0.9870 0.2018
H -1.155 2.760 -1.861 -0.9861 0.6553 -0.7370
H -1.843 5.297 -2.832 0.6261 0.8522 0.3820
H -4.180 4.915 -4.229 0.2342 0.5366 0.0028
H -4.607 2.300 -4.328 0.0873 -0.0091 0.1269
C 2.630 -0.781 5.120 0.6122 0.7724 -2.1305
S 1.768 0.804 5.067 1.7135 0.2542 0.4739
O 0.839 0.727 3.895 -1.1124 -0.8738 1.4398
C 0.890 0.539 6.589 -0.2159 0.4011 0.6455
H 1.949 -1.617 5.252 0.0610 -0.0005 0.0916
H 3.468 -0.719 5.788 0.0507 -0.0760 0.8171
H 3.131 -0.807 4.115 -0.6323 -0.3067 0.6293
H 1.585 0.733 7.449 -0.5306 -0.0078 -0.9354
H 0.643 -0.509 6.586 -0.6394 -0.2508 0.3007
H 0.012 1.204 6.638 0.3780 -0.3616 0.0319
```
Positions in Å, forces in eV/Å.

Calculated values
F_max, Eh/bohr: 0.08611
Molecular weight, g/mol: 636.424
E_LUMO (alpha / beta), eV: 0.08 / -0.13
Electronic energy, eV: -102772.5837
Spin multiplicity: 7
Orbital gap (alpha / beta), Ha: 0.16425 / 0.28280

Entry 6:
The following is a DFT calculation (wB97M-V/def2-TZVPD) of the molecule C2H5NO in a non-equilibrium geometry.

XYZ file:
```
9
Properties=species:S:1:pos:R:3:forces:R:3
C 0.750 -0.366 -0.634 0.1943 -0.3358 0.0534
C -0.196 -0.350 0.587 0.2472 -0.0739 -0.2552
N -0.959 0.767 0.531 0.0273 0.0180 -0.0500
O -0.225 -1.216 1.438 0.0194 0.4133 -0.4032
H 1.770 -0.383 -0.256 0.0457 -0.3134 -0.0606
H 0.705 0.472 -1.354 -0.3148 -0.1922 0.5875
H 0.531 -1.266 -1.205 0.2617 -0.1540 0.1051
H -1.671 1.066 1.183 0.2651 -0.2508 -0.1229
H -0.705 1.276 -0.290 -0.7459 0.8887 0.1462
```
Positions in Å, forces in eV/Å.

Calculated values
F_max, Eh/bohr: 0.02274
Molecular weight, g/mol: 59.068
E_LUMO, eV: 0.89
Energy above the lowest of the compared OMol25 structures with the same formula, charge and spin, kJ/mol: 26.68
Electronic energy, eV: -5692.9530
Orbital gap, Ha: 0.39584